30
Properties=species:S:1:pos:R:3:forces:R:3 method="wB97M-V/def2-TZVPD" smiles=BrCc1c(CBr)c(CBr)c(CBr)c(CBr)c1CBr e_above_lowest_ev=1.586 multiplicity=1 lumo_ev=-0.35 orbital_gap_ev=8.778
Br -2.08940 3.12896 -0.86124 -0.12 -0.19 -0.64
Br -1.08292 -4.01722 0.94523 -0.50 0.95 0.23
Br 1.25891 1.19198 -3.78305 0.29 0.42 0.71
Br 0.71812 -0.17570 3.86276 0.57 -0.28 -0.53
Br -3.85207 0.22505 0.89820 -0.82 0.26 0.44
Br 3.46159 1.92091 0.53034 0.91 2.40 1.94
C -1.38475 -0.45953 -0.10113 1.35 0.95 -1.34
C 0.54290 0.75990 -1.00445 -1.32 0.22 0.11
C -1.75978 1.49364 -1.89706 2.03 -1.07 1.29
C -0.89233 0.58899 -0.99684 1.71 -1.36 1.34
C -2.78952 -0.90987 -0.18722 -0.30 -1.22 -2.59
C 2.93968 0.31454 -0.20858 -0.61 -1.09 -1.09
C 1.70617 -0.79898 2.25494 -0.18 -0.55 -0.55
C 0.80645 -0.62877 1.01549 1.11 0.50 -1.78
C 1.05655 1.85299 -1.92406 0.15 0.38 0.80
C -1.10789 -2.21692 1.77630 0.51 2.05 0.67
C 1.42482 0.09804 -0.08006 -1.67 0.15 0.01
C -0.54588 -1.08704 0.83794 0.97 -0.03 0.97
H -1.24447 1.64968 -2.84609 -0.07 0.62 0.33
H -2.02395 -1.77540 2.26382 0.08 -1.39 -1.06
H 3.39193 0.50021 -1.18644 -1.24 -0.74 -0.55
H 2.63035 -0.18892 2.18450 -0.94 -0.17 0.10
H 0.43922 2.76317 -1.93079 -0.53 -0.81 -0.41
H 3.58180 -0.46993 0.16448 -0.33 -0.35 0.57
H -2.64379 0.98903 -2.13732 -1.68 -0.27 -0.02
H -2.87213 -1.96769 0.10297 -0.22 0.58 0.24
H 1.92536 2.33401 -1.46738 0.68 -0.75 -0.86
H -3.15682 -0.91296 -1.28791 0.40 0.35 1.93
H 2.05687 -1.83534 2.39128 -0.51 0.31 0.34
H -0.49502 -2.36680 2.67138 0.30 0.13 -0.59

---

76
Properties=species:S:1:pos:R:3:forces:R:3 method="wB97M-V/def2-TZVPD" e_above_lowest_ev=0.073 s_squared=3.789 multiplicity=4 charge=-1 lumo_ev="2.67 / 2.67" orbital_gap_ev="5.026 / 6.922"
V -0.13177 -0.49213 0.02312 -0.43 -0.23 0.24
S -0.96388 -1.33902 2.06626 0.18 0.02 -0.11
F -2.77474 -4.94563 -0.99998 -0.01 0.00 0.01
F -3.03544 -3.29415 1.00450 -0.01 0.02 -0.02
F -1.66599 -2.56660 -0.54935 -0.01 -0.05 0.02
F -1.93319 -5.79262 0.80148 0.02 0.01 -0.01
F -0.63761 -5.10386 -0.79096 0.00 0.02 0.00
O -2.92074 2.34676 -0.30056 0.03 -0.06 0.02
O -0.40898 -1.08590 -2.55585 -0.21 0.22 0.00
O -1.66543 0.50063 -0.51643 -0.09 0.11 -0.13
N -0.75103 -3.95492 2.73722 -0.01 0.10 0.04
N 1.70141 -0.14979 -0.90429 0.22 0.09 -0.02
N 0.20227 1.30327 1.02264 0.00 -0.03 0.04
N -0.42662 3.31266 -2.46082 -0.02 -0.04 -0.04
N 1.00979 -2.32692 0.29857 0.12 -0.02 -0.06
N -1.15638 0.88814 -3.35852 0.08 0.03 0.08
N 0.59543 -3.32692 0.98045 0.01 -0.06 -0.02
C -1.34760 -0.39456 -2.96235 0.15 -0.06 0.04
C 0.23528 3.87959 2.14800 0.00 0.02 0.00
C 2.00508 1.02515 -1.45895 0.03 -0.06 -0.02
C -1.77744 -3.42506 0.51301 0.03 0.00 0.07
C 4.04891 0.16914 -2.30393 -0.01 0.02 0.00
C 0.02119 4.48023 -1.99435 0.01 -0.05 0.04
C -0.75073 5.62299 -1.94446 0.01 -0.01 0.01
C -1.56595 -4.24336 5.02417 0.01 -0.02 -0.04
C -0.84271 2.18111 0.85091 0.00 0.04 -0.03
C -2.74661 -0.92644 -3.05754 -0.05 -0.13 -0.05
C -2.52693 4.34472 -2.89460 -0.03 0.02 0.00
C -1.94145 -4.00289 3.56866 -0.02 -0.07 0.00
C -1.91260 1.70343 -0.01408 -0.02 0.15 0.05
C -2.05575 5.54906 -2.41506 -0.04 -0.04 -0.02
C 2.43626 3.30765 3.16368 -0.02 -0.01 -0.01
C 1.24819 1.66422 1.82304 0.02 0.00 0.00
C 3.15835 1.23844 -2.17881 0.02 0.01 -0.02
C 3.45781 2.40219 3.40327 0.01 0.00 0.01
C 1.32486 2.96790 2.38911 0.02 -0.01 0.01
C 2.54650 -1.20546 -1.02088 -0.03 0.02 0.01
C 3.75552 -1.04207 -1.72965 0.01 -0.02 -0.01
C 2.95329 -3.67462 -0.42116 -0.02 0.02 0.00
C 3.36612 1.11830 2.87179 0.00 0.02 0.00
C -2.21120 1.88644 -3.31610 -0.03 0.00 0.10
C -1.75782 -4.83672 -0.12671 0.01 -0.02 -0.02
C 2.28042 0.75037 2.09923 0.00 -0.01 0.00
C -1.68226 3.23803 -2.88476 0.15 -0.05 -0.06
C -0.69484 -3.08132 1.59467 -0.10 -0.03 -0.07
C 2.15523 -2.41301 -0.38135 0.02 -0.03 -0.01
C -0.83508 3.46133 1.40709 0.02 -0.01 -0.03
H -0.24388 1.24957 -3.10232 -0.02 0.06 -0.05
H 4.30977 2.68601 4.00848 0.00 0.00 0.00
H -3.31249 -0.53238 -2.21181 -0.01 -0.02 0.02
H -0.92151 -3.43759 5.37513 0.00 0.00 0.01
H -2.71485 1.98402 -4.28330 0.04 0.01 -0.01
H 2.19993 -0.26012 1.71789 0.00 0.01 0.01
H -2.95787 1.61852 -2.55996 0.04 0.01 -0.09
H -2.71578 -2.01059 -2.98620 -0.01 0.02 0.00
H 4.97719 0.29506 -2.84874 0.00 0.00 0.00
H -1.02210 -5.18460 5.13516 0.00 0.00 0.01
H -1.68990 4.09536 1.21015 -0.01 0.01 0.00
H 4.14548 0.39234 3.07056 0.00 0.00 0.00
H -0.34628 6.53825 -1.53533 0.01 0.01 -0.01
H 2.48196 4.30602 3.58681 0.00 0.00 0.00
H 2.28314 -4.52034 -0.27199 0.01 -0.01 -0.01
H -2.45708 -4.28854 5.65480 0.00 -0.01 0.00
H 1.04249 4.48729 -1.62598 -0.02 -0.01 -0.02
H -2.64862 -4.77434 3.23437 -0.03 0.02 0.00
H -2.69970 6.41910 -2.39146 -0.01 0.00 0.00
H -0.37630 -4.86205 2.49753 0.03 -0.01 0.04
H 3.35885 2.20577 -2.61631 -0.01 0.00 0.01
H 4.44319 -1.87179 -1.80582 0.00 0.00 0.00
H 0.27164 4.87253 2.58012 0.00 0.00 0.01
H 1.27334 1.80905 -1.31784 -0.04 0.08 0.02
H 3.45863 -3.79413 -1.38124 0.01 0.01 0.01
H 3.71076 -3.71709 0.36961 -0.01 -0.01 0.01
H -3.23084 -0.61655 -3.98465 -0.02 0.00 0.02
H -2.45479 -3.04682 3.47792 0.03 0.02 0.01
H -3.54555 4.24029 -3.24495 -0.01 0.00 0.01